<a>
A cluster of 2 separate species, C2H3I3Si in total, computed with ωB97M-V/def2-TZVPD.

Positions of all 9 atoms, in Å:
C1 2.12500 -0.32049 0.03588
C2 1.37989 0.63996 -0.34378
Si1 -1.97358 -0.01247 0.18823
I1 -2.78932 -1.42781 -1.57791
I2 -2.45499 -0.93276 2.39939
I3 -2.76894 2.38155 0.02336
H1 3.10754 -0.69076 -0.47802
H2 2.20619 -0.88400 0.94119
H3 1.16822 1.24679 -1.18833

=====

<b>
A cluster of 2 separate species, C2H3I3Si in total, computed with ωB97M-V/def2-TZVPD.

Positions of all 9 atoms, in Å:
C1 -0.46325 -1.75391 0.27645
C2 -0.50763 -0.51014 -0.02243
Si1 -3.57598 0.13014 -0.03172
I1 -4.96475 2.21617 -0.35572
I2 -4.26124 -1.20357 -2.07495
I3 -4.37130 -0.77279 2.14595
H1 0.60824 -2.15317 0.27658
H2 -1.24144 -2.46134 0.74790
H3 -0.09915 0.15875 -0.68133

=====

<c>
A cluster of 2 separate species, C2H3I3Si in total, computed with ωB97M-V/def2-TZVPD.

Positions of all 9 atoms, in Å:
C1 -0.13319 -0.18155 0.68929
C2 0.83520 0.56511 0.15702
Si1 2.45020 -0.06812 -0.49504
I1 4.17314 1.69845 -0.42480
I2 3.29941 -2.24118 0.28269
I3 -2.97204 -0.37469 -0.89277
H1 -1.00233 0.28019 1.12224
H2 -0.07656 -1.25247 0.77392
H3 0.68502 1.63236 0.04578

=====

We find <c> to be the most stable, with the next structure 86.9 kJ/mol higher.

=====

<a>
The ion H3N6 with charge +1, computed with ωB97M-V/def2-TZVPD.

Positions of all 9 atoms, in Å:
N1 -2.01272 0.33590 0.01895
N2 -1.72147 -0.88540 -0.00411
N3 -0.91608 1.06783 0.02338
N4 -0.49585 -1.12787 -0.00982
N5 0.11283 0.38618 -0.00231
N6 1.36973 0.67830 -0.06253
H1 -0.04400 -2.03241 -0.01913
H2 1.65457 1.64332 0.08611
H3 2.05298 -0.06584 -0.03053

Charge: +1
SMILES: N[n+]1nnn[nH]1

=====

<b>
A cluster of 2 separate species, H3N6 in total, computed with ωB97M-V/def2-TZVPD.

Positions of all 9 atoms, in Å:
N1 1.44388 -1.58498 -1.82325
N2 0.91366 -0.38920 -1.69318
N3 0.66520 -1.37815 0.18472
N4 1.28767 -2.18334 -0.70185
N5 0.54028 -0.27068 -0.49962
N6 -1.11705 1.25375 0.71736
H1 1.57819 -3.18236 -0.54938
H2 -0.78129 1.55218 1.68619
H3 -1.81441 0.39480 0.76144

Charge: +1

=====

We find <a> to be the most stable, with the next structure 222.7 kJ/mol higher.

=====

<a>
The ion C4H9NO2 with charge -2, computed with ωB97M-V/def2-TZVPD.

Positions of all 16 atoms, in Å:
C1 1.17874 -0.58598 -0.91822
O1 2.03375 -0.15376 -1.85476
C2 -0.06570 0.46249 -0.60644
C3 -0.57679 0.43846 0.81077
C4 -1.27381 -0.90020 1.28007
O2 -1.48378 -0.99672 2.61311
N1 0.12841 1.76501 -1.22088
H1 1.61130 -0.86108 0.07624
H2 0.53206 -1.46085 -1.21000
H3 -0.83066 -0.01797 -1.25744
H4 -1.20640 1.33603 0.98489
H5 0.18184 0.64536 1.60657
H6 -2.17806 -0.84363 0.61390
H7 -0.66425 -1.75819 0.94428
H8 0.65772 2.40094 -0.62515
H9 0.73430 1.70368 -2.03378

Charge: -2
SMILES: N[C@@H](C[O-])CC[O-]

=====

<b>
The ion C4H9NO2 with charge -2, computed with ωB97M-V/def2-TZVPD.

Positions of all 16 atoms, in Å:
C1 -0.53239 -0.86897 -1.62922
O1 0.38837 -1.25001 -2.55199
C2 0.03343 0.22494 -0.54055
C3 -0.11662 -0.24907 0.91639
C4 -0.39551 0.90120 1.92737
O2 -0.25221 0.58145 3.25894
N1 1.42741 0.47158 -0.95064
H1 -0.89601 -1.74311 -1.03544
H2 -1.44769 -0.37326 -2.03239
H3 -0.54942 1.10807 -0.75223
H4 0.83465 -0.70231 1.20271
H5 -0.91156 -0.98911 0.87329
H6 0.29535 1.71258 1.56500
H7 -1.41961 1.23540 1.76207
H8 2.01937 0.08081 -0.22998
H9 1.52245 -0.14019 -1.78333

Charge: -2
SMILES: N[C@@H](C[O-])CC[O-]

=====

We find <b> to be the most stable, with the next structure 28.1 kJ/mol higher.